# 1
# C61H46NO6P3ReS

C61H46NO6P3ReS as an isolated structure in a non-equilibrium geometry (ωB97M-V with the def2-TZVPD basis set, the Open Molecules 2025 dataset).

- HOMO energy (alpha / beta): -13.01 / -13.52 eV
- Orbital gap (alpha / beta): 0.2877 / 0.2361 Ha
- 2S+1: 4
- Relative energy (zero: lowest compared OMol25 entry of this formula, charge and spin): 0.00 kcal per mole
- LUMO energy (alpha / beta): -0.191 / -0.261 hartree
- E_tot: -118600.7613 eV
- Charge: +2

Structure (XYZ):
```
119
Properties=species:S:1:pos:R:3:forces:R:3
Re -0.104954 0.137783 0.770883 0.681 0.842 -0.241
O -1.108596 0.035426 3.967418 0.010 -0.008 0.066
S -0.597397 -0.854340 2.928796 -0.132 -0.100 0.103
C -1.668093 -2.251125 2.681624 0.036 -0.013 0.065
C -1.784173 -3.212372 3.680240 -0.047 0.014 -0.042
C -2.594589 -4.310047 3.449753 0.029 0.032 0.011
C -3.270866 -4.436866 2.239348 -0.001 0.016 -0.009
C -3.162419 -3.460582 1.263045 0.031 0.019 0.019
C -2.353257 -2.348050 1.477887 -0.013 -0.056 -0.075
P -2.318870 -0.907527 0.360322 -0.190 -0.228 0.029
C -2.562373 -1.567742 -1.297970 0.017 0.039 0.034
C -1.754473 -2.629782 -1.704306 -0.022 -0.013 0.008
C -1.935728 -3.205164 -2.950033 -0.017 0.010 -0.014
C -2.934824 -2.731055 -3.790389 0.003 -0.005 0.015
C -3.725806 -1.661889 -3.395809 0.029 0.088 -0.030
C -3.530329 -1.060254 -2.161010 0.058 0.047 -0.101
C -3.853670 -0.146590 0.948005 -0.024 0.040 -0.046
C -5.086423 -0.606146 0.484399 -0.034 -0.002 -0.026
C -6.258234 -0.121537 1.042867 0.014 -0.009 0.009
C -6.211241 0.796357 2.081706 -0.023 -0.003 0.000
C -4.987501 1.208214 2.585019 0.013 0.012 -0.010
C -3.813967 0.733797 2.023457 0.011 -0.037 -0.001
C 0.901686 -1.619009 3.474856 0.057 0.092 0.051
C 1.130682 -1.722840 4.836129 0.019 -0.010 -0.018
C 2.287188 -2.363513 5.257744 -0.035 0.025 0.002
C 3.172767 -2.885367 4.326379 0.005 -0.019 -0.032
C 2.932850 -2.752080 2.964600 -0.038 0.009 0.025
C 1.798916 -2.082255 2.522891 0.002 -0.077 -0.036
P 1.443010 -1.858740 0.751326 -0.015 -0.372 0.053
C 2.939781 -1.310423 -0.083730 -0.003 0.075 0.056
C 4.045056 -0.829352 0.611430 -0.013 -0.028 0.003
C 5.212499 -0.536705 -0.078262 -0.015 0.006 0.020
C 5.274541 -0.724909 -1.449764 0.016 0.051 -0.051
C 4.157220 -1.163731 -2.147716 -0.018 0.105 -0.011
C 2.980796 -1.432530 -1.472300 0.046 0.014 -0.017
C 1.243289 -3.611604 0.249039 0.079 0.088 -0.117
C 0.229709 -4.387678 0.813098 -0.039 0.052 0.066
C 0.143354 -5.741736 0.544917 0.012 -0.014 -0.019
C 1.080054 -6.350771 -0.278949 -0.009 -0.001 0.007
C 2.109083 -5.597375 -0.817331 -0.002 0.004 -0.002
C 2.197297 -4.236917 -0.554618 -0.033 -0.010 -0.063
H -1.244106 -3.114016 4.611218 0.031 -0.002 0.034
H -2.694651 -5.071528 4.209859 -0.004 -0.020 0.022
H -3.894891 -5.301937 2.062426 -0.019 -0.023 -0.001
H -3.705216 -3.563232 0.332528 -0.003 0.006 -0.031
H -0.997976 -3.029690 -1.041989 0.035 -0.025 0.042
H -1.310445 -4.033028 -3.255402 0.007 -0.016 -0.010
H -3.097530 -3.195492 -4.753377 0.004 0.000 -0.014
H -4.500873 -1.290843 -4.052409 0.000 0.019 -0.027
H -4.122714 -0.200230 -1.877593 0.005 -0.011 -0.020
H -5.147610 -1.343908 -0.304721 -0.016 0.037 0.054
H -7.210815 -0.468777 0.668040 -0.020 -0.007 -0.012
H -7.128753 1.175379 2.509283 -0.022 0.004 0.015
H -4.943191 1.895534 3.418301 0.003 0.014 0.017
H -2.871345 1.019686 2.464202 0.120 0.114 0.025
H 0.430912 -1.295300 5.541372 -0.028 0.014 0.020
H 2.494306 -2.454527 6.314343 0.009 0.005 0.024
H 4.068307 -3.389613 4.661798 0.014 -0.015 0.000
H 3.638320 -3.153824 2.249197 0.021 -0.011 -0.018
H 4.001050 -0.685320 1.681243 -0.003 0.031 0.032
H 6.076438 -0.176242 0.462512 0.017 0.012 0.014
H 6.194286 -0.521314 -1.981726 0.006 0.003 -0.007
H 4.205663 -1.297531 -3.217140 -0.016 0.029 -0.123
H 2.112186 -1.780452 -2.020349 -0.014 0.052 -0.019
H -0.488196 -3.946831 1.485252 0.020 -0.031 -0.002
H -0.650518 -6.325241 0.990732 -0.020 -0.009 0.018
H 1.016927 -7.410144 -0.484771 -0.007 -0.024 -0.006
H 2.857968 -6.066827 -1.440087 0.015 -0.002 -0.013
H 3.020132 -3.679891 -0.975086 -0.002 -0.074 0.026
O 2.524714 1.526239 3.601548 -0.003 0.032 0.034
C 1.644457 1.464331 2.789633 -0.008 0.020 -0.058
O 1.652593 0.655674 1.734882 -0.240 0.019 -0.013
C 0.429175 2.350979 2.795150 0.137 0.036 0.091
C 0.240957 3.415111 3.648102 0.025 -0.044 -0.055
C -0.841215 4.257422 3.411871 0.036 -0.010 -0.033
C -1.648024 4.040764 2.304872 -0.030 -0.063 -0.062
C -1.399097 2.937132 1.507761 -0.109 -0.001 -0.065
N -0.412967 2.091311 1.793929 -0.137 -0.057 -0.113
C -2.135404 2.616849 0.217526 0.028 0.036 0.223
O -2.997685 3.357442 -0.191394 -0.061 0.069 -0.026
O -1.686436 1.541011 -0.342848 -0.067 -0.172 0.436
H 0.946954 3.577107 4.449989 0.003 0.012 0.014
H -1.023799 5.101664 4.061907 -0.006 0.023 0.024
H -2.458119 4.701411 2.028902 -0.003 0.010 0.005
O 0.799076 0.846796 -0.929685 -0.256 -0.370 0.118
P 0.923827 2.146274 -1.771570 0.189 0.120 -0.172
C -0.404163 2.467078 -2.921480 -0.013 -0.004 0.034
C -1.506481 1.636486 -3.052802 -0.020 -0.191 -0.192
C -2.448139 1.907703 -4.035217 0.034 0.003 0.003
C -2.298681 3.001287 -4.872029 -0.016 -0.018 0.023
C -1.191558 3.830067 -4.746493 0.005 0.008 0.006
C -0.240279 3.556902 -3.782933 0.024 0.031 0.021
C 1.158494 3.554300 -0.689471 0.058 0.016 -0.016
C 2.201921 3.506788 0.241332 0.038 -0.044 -0.040
C 2.515024 4.626694 0.990239 -0.018 -0.008 0.032
C 1.777636 5.794707 0.830612 -0.009 -0.002 0.022
C 0.717093 5.834398 -0.060321 -0.026 -0.023 0.020
C 0.405998 4.718686 -0.824967 -0.057 -0.040 0.098
C 2.364404 2.039110 -2.858157 0.007 -0.107 0.163
C 3.624261 2.513244 -2.496008 -0.021 0.046 0.000
C 4.672925 2.474452 -3.401432 0.011 -0.027 -0.004
C 4.476853 1.964263 -4.675450 0.019 -0.013 0.016
C 3.230596 1.475651 -5.040992 0.018 -0.066 0.011
C 2.181807 1.509942 -4.138168 -0.078 -0.109 -0.006
H -1.625399 0.788461 -2.393315 0.011 0.103 -0.222
H -3.306068 1.263688 -4.149568 -0.080 -0.083 0.011
H -3.041772 3.206085 -5.629933 -0.024 0.011 -0.020
H -1.064382 4.678079 -5.404317 0.000 0.016 -0.014
H 0.639486 4.184420 -3.711910 0.028 0.027 0.005
H 2.772060 2.593160 0.368989 0.001 -0.002 0.027
H 3.335753 4.592985 1.694078 0.006 -0.016 0.029
H 2.028823 6.672708 1.410435 0.008 0.018 0.004
H 0.127850 6.734477 -0.166231 -0.009 0.027 -0.010
H -0.437276 4.752995 -1.498862 -0.022 0.014 -0.096
H 3.794360 2.953167 -1.526135 0.013 0.015 0.034
H 5.639657 2.865066 -3.116271 0.027 0.014 0.014
H 5.291276 1.958186 -5.387036 0.013 -0.001 -0.015
H 3.070785 1.082998 -6.035895 -0.007 -0.011 -0.006
H 1.208488 1.146365 -4.443541 0.006 0.010 -0.005
```
Positions in Å, forces in eV/Å.



# 2
# CH5N2P

A 2-piece molecular cluster, CH5N2P overall in a non-equilibrium geometry (ωB97M-V with the def2-TZVPD basis set, the Open Molecules 2025 dataset).

- HOMO energy: -7.45 eV
- Orbital gap: 0.2571 Ha
- 2S+1: 1
- Relative energy (zero: lowest compared OMol25 entry of this formula, charge and spin): 40.35 kcal per mole
- LUMO energy: -0.017 hartree
- E_tot: -13384.8196 eV

Structure (XYZ):
```
9
Properties=species:S:1:pos:R:3:forces:R:3
C -2.540190 0.421290 0.667441 -0.541 0.271 -2.615
N 2.883360 -0.108066 -0.834020 -0.497 1.437 1.089
N -1.503587 -0.307606 0.633874 -0.933 0.631 0.704
P -0.283976 -1.186455 0.728830 1.207 -0.909 0.010
H -2.989264 0.810472 1.543146 -0.108 0.116 0.898
H 2.458376 -0.984026 -0.601018 -0.066 -0.608 0.486
H -2.990057 0.671107 -0.327726 0.299 -0.127 1.058
H 2.434200 0.101606 -1.720757 0.081 0.528 0.094
H 2.531134 0.581680 -0.089766 0.557 -1.341 -1.725
```
Positions in Å, forces in eV/Å.



# 3
# C15H43ClN6O4P4

A 3-piece molecular cluster, C15H43ClN6O4P4 overall in a non-equilibrium geometry (ωB97M-V with the def2-TZVPD basis set, the Open Molecules 2025 dataset).

- HOMO energy: -8.10 eV
- Orbital gap: 0.3183 Ha
- 2S+1: 1
- LUMO energy: 0.021 hartree
- E_tot: -83059.7622 eV
- Structure (SMILES): CN(C)P(=O)(N(C)C)N(C)C.CN(C)P(=O)(N(C)C)N(C)C.CP(O)#[PH]CC(=O)Cl

Structure (XYZ):
```
73
Properties=species:S:1:pos:R:3:forces:R:3
C 1.084361 -3.586227 -2.155828 0.044 0.373 -0.390
N 0.480603 -3.218376 -0.894080 -0.071 -0.070 0.303
C -0.954724 -3.470086 -0.923269 -0.201 0.077 0.355
P 0.923808 -1.834166 -0.003794 4.053 -3.118 -0.967
O 0.458300 -2.157333 1.377199 -1.937 2.196 -0.525
N 2.649338 -1.843848 0.249453 0.057 -0.374 -0.507
C 3.367504 -3.104453 0.142366 -0.065 -0.271 -0.107
C 3.018824 -1.156208 1.478775 -0.110 0.214 0.018
N 1.002298 -0.706404 -1.338557 -1.720 1.176 1.656
C 2.257393 -0.102459 -1.767586 0.317 -0.054 -0.007
C -0.033386 0.349286 -1.220690 -0.255 -0.328 -0.117
H 0.704085 -2.995608 -3.001647 -0.010 0.022 0.034
H 0.867893 -4.637627 -2.357607 -0.059 -0.008 0.071
H 2.165950 -3.488946 -2.140489 -0.074 0.120 0.007
H -1.476913 -2.794432 -1.617874 0.009 -0.108 -0.075
H -1.385801 -3.337240 0.068205 0.085 0.044 0.032
H -1.152658 -4.499098 -1.227426 0.090 -0.005 -0.074
H 2.855934 -3.929313 0.656998 0.064 -0.018 -0.017
H 4.369546 -3.007546 0.564164 -0.065 0.158 0.147
H 3.527080 -3.385526 -0.899312 -0.057 -0.053 0.080
H 2.862522 -1.777209 2.368319 -0.048 0.045 0.006
H 2.432537 -0.243630 1.606021 -0.016 -0.027 0.017
H 4.071297 -0.865152 1.433793 0.017 -0.053 -0.055
H 2.724100 0.531535 -1.008763 0.034 0.011 -0.007
H 2.040756 0.515566 -2.643082 -0.168 0.004 0.060
H 2.970227 -0.858966 -2.083219 0.016 -0.037 0.150
H 0.189288 1.060036 -0.419729 -0.009 0.098 -0.078
H -1.005949 -0.101901 -1.006118 0.029 0.026 0.038
H -0.135423 0.901643 -2.152576 0.053 -0.013 -0.022
C -2.973666 5.842776 -3.670577 -0.504 0.180 0.107
N -2.559859 4.554045 -3.158031 0.193 -0.251 0.040
C -2.846967 3.504562 -4.129687 0.124 -0.372 0.117
P -2.763997 4.073071 -1.537259 2.767 4.551 -0.440
O -1.762432 2.976964 -1.380755 -2.435 -1.761 0.226
N -2.064656 5.277873 -0.494831 -0.079 0.370 -0.506
C -1.062486 6.184167 -1.039428 0.047 0.042 -0.213
C -1.594450 4.700415 0.759494 -0.158 -0.158 0.097
N -4.402906 4.658506 -1.316403 -0.224 -2.594 0.663
C -4.714118 5.756759 -0.408028 0.127 0.261 0.140
C -5.352156 3.547324 -1.082307 0.047 -0.078 -0.398
H -4.055657 5.904060 -3.853339 0.004 -0.035 0.023
H -2.463563 6.025474 -4.618572 0.035 -0.087 -0.006
H -2.700251 6.658421 -3.008220 -0.099 -0.088 0.049
H -3.928376 3.348874 -4.260229 0.024 0.074 -0.109
H -2.404145 2.560227 -3.815165 0.015 0.037 0.090
H -2.415271 3.757722 -5.098886 -0.019 0.115 0.010
H -0.308836 5.673531 -1.652411 0.023 0.043 0.032
H -0.550953 6.696586 -0.223866 -0.006 -0.126 0.100
H -1.521176 6.973366 -1.635294 0.076 -0.060 -0.007
H -0.626187 4.199441 0.653079 -0.036 -0.058 0.006
H -2.306423 3.965100 1.140724 0.020 -0.011 -0.016
H -1.503042 5.486911 1.512136 -0.007 0.059 -0.053
H -4.489227 5.539595 0.639348 0.006 0.026 0.021
H -5.785044 5.959955 -0.493475 -0.012 -0.161 -0.068
H -4.196344 6.665302 -0.699884 0.131 -0.066 0.047
H -5.226613 3.098756 -0.091063 -0.090 0.025 0.027
H -5.201512 2.761800 -1.828206 0.029 0.008 0.041
H -6.380654 3.894154 -1.179629 0.021 0.077 -0.020
C 2.796605 -3.136819 5.432842 0.367 0.177 -0.285
P 3.448681 -4.839546 5.382631 0.218 -0.707 0.631
O 5.087446 -4.610891 5.171595 -0.160 0.065 0.046
P 2.692620 -5.705831 3.552752 -1.538 0.684 -0.347
C 2.531864 -7.514212 4.006455 1.046 0.796 -0.719
C 2.755591 -8.523777 2.907091 -0.460 -0.565 0.310
O 2.372539 -9.642168 3.000135 0.080 -0.008 -0.114
Cl 3.595735 -8.036731 1.419871 0.105 0.104 0.025
H 1.938578 -3.114474 6.099137 -0.182 -0.075 -0.137
H 2.553714 -2.697685 4.469373 -0.111 0.027 -0.032
H 3.574774 -2.537098 5.905878 0.065 0.024 -0.005
H 5.515260 -5.130353 5.860152 0.188 0.088 -0.086
H 3.650596 -5.614400 2.536234 0.464 -0.184 0.326
H 1.514884 -7.668339 4.349915 0.025 -0.103 0.218
H 3.253289 -7.729722 4.793057 -0.129 -0.309 0.144
```
Positions in Å, forces in eV/Å.



# 4
# CH11N2Ti

CH11N2Ti as an isolated structure in a non-equilibrium geometry (ωB97M-V with the def2-TZVPD basis set, the Open Molecules 2025 dataset).

- HOMO energy (alpha / beta): 0.07 / -3.04 eV
- Orbital gap (alpha / beta): 0.1142 / 0.2336 Ha
- 2S+1: 3
- Relative energy (zero: lowest compared OMol25 entry of this formula, charge and spin): 0.00 kcal per mole
- LUMO energy (alpha / beta): 0.117 / 0.122 hartree
- E_tot: -27306.8305 eV
- Charge: -1

Structure (XYZ):
```
15
Properties=species:S:1:pos:R:3:forces:R:3
C 1.459950 -1.529793 0.795044 -0.356 -0.058 -0.961
Ti 0.327685 0.233620 0.238654 -0.231 -1.472 1.208
N -0.672663 2.184344 -0.226834 -0.496 0.757 0.282
H 1.662351 0.839955 -0.452729 1.624 0.971 -1.014
H -0.573587 2.419940 -1.225053 -0.161 -0.133 0.340
H 0.450109 -0.189068 1.858569 -0.638 1.118 1.195
H 2.444080 -1.191647 1.138786 -0.035 -0.315 -0.070
H 1.498510 -1.975014 -0.232187 0.384 -0.253 0.515
H 0.958981 -2.173579 1.529853 0.342 -0.195 -0.343
H -1.662980 2.317702 0.038756 0.413 -0.125 -0.387
H -0.136591 2.884453 0.294221 -0.069 -0.068 -0.187
N -1.219409 -0.811837 -0.799720 -0.654 -0.459 -0.466
H -1.918623 -0.157116 -1.169535 -0.169 -0.095 -0.149
H -1.724686 -1.472569 -0.203114 0.008 0.187 0.142
H -0.893127 -1.379392 -1.584710 0.039 0.140 -0.104
```
Positions in Å, forces in eV/Å.



- Which of these has the highest E_tot?
  CH5N2P